Computed, not measured: a structure of composition C3H5FO in a non-equilibrium geometry, with ωB97M-V/def2-TZVPD.

Structure (ORCA input):
```
! wB97M-V def2-TZVPD RIJCOSX def2/J DEFGRID3
* xyz 0 1
C 0.12291 1.14673 -0.51611
C 0.35901 0.10541 0.50693
C -0.43786 -1.31723 0.24355
H 0.57556 2.38979 0.07122
H 1.06932 1.08812 -1.62612
H 0.88740 0.35998 1.61500
H -1.32377 -1.83823 -0.58487
H -0.82205 -1.44560 1.29836
O 1.07461 -1.34886 -0.01170
F -1.50513 0.85989 -0.99625
*
```

Output
Gap between HOMO and LUMO: 0.364 hartree
HOMO energy: -10.15 eV
ΔE to the lowest compared entry with this formula, charge and spin: 185.6 kcal/mol

Atomic partial charges in e from the Mulliken method, atoms 1 to 2: atom 1 (C): -0.332, atom 2 (C): 0.062

Computed, not measured: a cluster of 2 separate species, C3H5FO in total in a non-equilibrium geometry, with ωB97M-V/def2-TZVPD.

Structure (ORCA input):
```
! wB97M-V def2-TZVPD RIJCOSX def2/J DEFGRID3
* xyz 0 1
C 1.92893 -0.06221 0.14995
C -0.33646 0.54460 -0.47664
C -1.27390 -0.43762 0.19180
O 3.03981 -0.11923 -0.33552
F -0.43971 1.77999 -0.06790
H -0.10867 0.51004 -1.60175
H 1.63802 -0.47711 1.14574
H -2.08955 0.26620 0.41672
H -0.74172 -0.75608 1.02280
H -1.61673 -1.24859 -0.44520
*
```

Output
Gap between HOMO and LUMO (alpha / beta): 0.320 / 0.312 hartree
HOMO energy (alpha / beta): -8.00 / -7.89 eV
ΔE to the lowest compared entry with this formula, charge and spin: 79.8 kcal/mol

Atomic partial charges in e from the Mulliken method, atoms 1 to 2: atom 1 (C): 0.125, atom 2 (C): -0.053

Computed, not measured: a structure of composition C3H5FO in a non-equilibrium geometry, with ωB97M-V/def2-TZVPD.

Structure (ORCA input):
```
! wB97M-V def2-TZVPD RIJCOSX def2/J DEFGRID3
* xyz 0 1
C 1.14922 -0.66277 -0.53641
C -0.76082 0.33072 -0.19421
C -1.04192 1.03200 0.92444
H 1.75202 -0.39176 0.41440
H 1.93020 -1.00437 -1.63232
H 0.59635 -1.89278 -0.23928
H -1.27683 -0.56757 -0.75075
H -0.65068 1.87751 1.34601
O 0.46385 0.64083 -0.81167
F -2.16138 0.63819 1.47980
*
```

Output
Gap between HOMO and LUMO: 0.369 hartree
HOMO energy: -9.13 eV
ΔE to the lowest compared entry with this formula, charge and spin: 96.9 kcal/mol

Atomic partial charges in e from the Mulliken method, atoms 1 to 2: atom 1 (C): -0.612, atom 2 (C): -0.185

- The lowest ΔE to the lowest compared entry with this formula, charge and spin belongs to which entry?
  number 2